# 1
Entry from OMol25: one molecule with the formula C30H33N3O6 (ωB97M-V/def2-TZVPD).

Element x y z (Å)
C -3.302 -1.057 -2.236
C -4.434 -0.046 -2.158
O -5.560 -0.669 -1.584
C -6.687 0.177 -1.491
C -7.777 -0.549 -0.706
H -7.799 -1.586 -1.046
H -8.744 -0.094 -0.916
C -7.515 -0.500 0.803
N -6.166 -0.903 1.121
C -5.228 0.020 1.456
O -5.503 1.168 1.753
C -3.823 -0.484 1.437
C -2.825 0.420 1.161
C -1.489 -0.007 1.076
N -0.495 0.883 0.895
C 0.739 0.447 0.800
C 1.007 -0.965 0.741
N 0.064 -1.832 1.020
C -1.185 -1.385 1.247
C -2.215 -2.282 1.591
C -3.505 -1.839 1.678
H -4.289 -2.528 1.956
H -1.956 -3.316 1.764
C 2.300 -1.509 0.320
C 3.038 -0.928 -0.705
C 4.241 -1.486 -1.088
C 4.754 -2.623 -0.470
C 3.999 -3.236 0.549
C 2.785 -2.667 0.914
H 2.216 -3.147 1.694
O 4.324 -4.349 1.264
C 5.425 -5.157 0.916
H 6.374 -4.636 1.061
H 5.359 -5.508 -0.116
H 5.373 -6.010 1.593
O 5.965 -3.173 -0.810
C 6.725 -2.567 -1.824
H 7.630 -3.169 -1.905
H 6.200 -2.577 -2.785
H 6.998 -1.539 -1.567
H 4.792 -1.016 -1.885
H 2.672 -0.051 -1.216
C 1.795 1.460 0.795
C 3.031 1.247 1.395
C 3.968 2.257 1.390
C 3.724 3.496 0.797
C 2.465 3.723 0.205
C 1.527 2.703 0.224
H 0.552 2.843 -0.211
O 2.222 4.946 -0.371
C 0.934 5.207 -0.871
H 0.170 5.101 -0.094
H 0.688 4.556 -1.716
H 0.962 6.242 -1.212
O 4.776 4.356 0.868
C 4.663 5.700 0.455
H 4.474 5.781 -0.617
H 3.876 6.225 1.001
H 5.628 6.148 0.689
H 4.931 2.118 1.854
H 3.252 0.312 1.885
H -3.060 1.465 1.023
H -5.848 -1.742 0.660
H -7.630 0.521 1.177
H -8.223 -1.153 1.326
H -6.415 1.115 -0.984
H -7.044 0.427 -2.502
H -4.134 0.817 -1.544
H -4.686 0.323 -3.165
H -2.423 -0.595 -2.678
H -3.050 -1.415 -1.241
H -3.603 -1.906 -2.843

## Properties
**E_HOMO**: -7.6 eV
**LUMO energy**: -0.26 eV
**SMILES**: CCOCCCNC(=O)c1ccc2nc(-c3ccc(OC)c(OC)c3)c(-c3ccc(OC)c(OC)c3)nc2c1
**Gap between HOMO and LUMO**: 7.364 eV
**Maximum force**: 0.821 eV Å⁻¹
**Energy above the lowest of the compared OMol25 structures with the same formula, charge and spin**: 152.2 kJ/mol



# 2
Entry from OMol25: C30H33N4O4PPdS as an isolated structure (ωB97M-V/def2-TZVPD).

Element x y z (Å)
Pd 1.164 0.263 0.980
N 3.235 0.162 1.966
C 4.079 1.078 1.177
C 3.952 0.744 -0.293
N 2.548 0.939 -0.724
H 3.190 0.477 2.928
H 3.628 -0.775 1.967
H 5.130 1.030 1.474
H 3.722 2.091 1.366
H 4.233 -0.296 -0.471
H 4.635 1.367 -0.874
H 2.446 0.672 -1.700
H 2.367 1.946 -0.710
N 0.056 3.291 3.899
C 0.669 2.260 3.317
O 1.493 2.398 2.411
C 0.341 0.876 3.837
C 0.340 -0.234 2.772
H 0.239 4.223 3.558
H -0.600 3.168 4.649
H -0.613 0.871 4.368
H 1.105 0.658 4.588
H -0.672 -0.599 2.613
H 0.962 -1.064 3.099
O -0.877 0.415 -1.296
C -0.652 1.682 -0.978
N -0.053 2.035 0.094
S 0.225 3.723 0.050
O -0.434 4.349 1.144
O 1.625 3.888 -0.191
C -0.670 3.956 -1.460
C -0.925 5.122 -2.142
C -1.628 5.005 -3.341
C -2.041 3.768 -3.822
C -1.767 2.598 -3.121
C -1.080 2.715 -1.927
H -0.600 6.085 -1.774
H -1.854 5.897 -3.910
H -2.582 3.716 -4.756
H -2.081 1.634 -3.498
C -1.358 -3.469 -4.343
C -2.180 -2.408 -3.981
C -1.907 -1.682 -2.838
C -0.806 -2.010 -2.032
C -0.010 -3.096 -2.386
C -0.280 -3.812 -3.545
P -0.619 -1.043 -0.520
C 0.791 -1.918 0.341
C 2.048 -2.090 -0.259
C 2.910 -3.079 0.185
C 2.510 -3.936 1.202
C 1.250 -3.805 1.777
C 0.399 -2.798 1.366
C -2.126 -1.228 0.415
C -2.654 -0.144 1.117
C -3.855 -0.290 1.792
C -4.520 -1.510 1.771
C -3.993 -2.587 1.070
C -2.798 -2.450 0.383
H -1.571 -4.036 -5.239
H -3.037 -2.151 -4.588
H -2.565 -0.868 -2.560
H 0.812 -3.423 -1.767
H 0.352 -4.648 -3.812
H 2.330 -1.479 -1.103
H 3.878 -3.198 -0.283
H 3.175 -4.720 1.540
H 0.934 -4.485 2.556
H -0.568 -2.695 1.838
H -2.135 0.807 1.144
H -4.275 0.549 2.329
H -5.459 -1.618 2.297
H -4.519 -3.532 1.046
H -2.403 -3.283 -0.186

## Properties
**E_HOMO**: -14.0 eV
**LUMO energy**: -6.54 eV
**Total charge**: +2
**Gap between HOMO and LUMO**: 7.417 eV
**Maximum force**: 0.944 eV Å⁻¹
**Energy above the lowest of the compared OMol25 structures with the same formula, charge and spin**: 50.3 kJ/mol



# 3
Entry from OMol25: a 2-piece molecular cluster, C30H34BF3O2 overall in a non-equilibrium geometry (ωB97M-V/def2-TZVPD).

Element x y z (Å)
C -6.585 -1.540 0.353
C -5.417 -0.707 0.862
C -5.096 0.413 -0.139
C -5.570 -0.081 2.335
C -6.360 1.214 2.437
C -6.194 -1.115 3.273
O -4.215 0.189 2.657
B -3.457 -0.813 1.951
C -2.119 -0.375 1.071
C -1.857 -0.982 -0.156
C -0.710 -0.636 -0.887
C 0.186 0.280 -0.357
C 1.484 0.547 -1.076
F 2.193 1.567 -0.512
F 2.292 -0.567 -1.055
F 1.287 0.875 -2.389
C -0.064 0.887 0.867
C -1.233 0.568 1.562
C -2.637 -1.627 3.322
C -2.407 -3.050 2.961
O -4.299 -1.557 1.059
H -7.498 -0.929 0.295
H -6.363 -1.898 -0.662
H -6.765 -2.407 0.998
H -5.985 1.040 -0.284
H -4.271 1.049 0.214
H -4.817 -0.016 -1.108
H -7.360 1.084 2.000
H -6.486 1.472 3.497
H -5.848 2.044 1.936
H -7.261 -1.233 3.035
H -5.709 -2.097 3.185
H -6.120 -0.771 4.310
H -2.533 -1.734 -0.572
H -0.523 -1.105 -1.849
H 0.651 1.590 1.283
H -1.422 1.025 2.533
H -1.758 -1.014 3.479
H -3.333 -1.508 4.157
H -1.729 -3.534 3.666
H -3.358 -3.595 2.987
H -2.000 -3.165 1.950
C 0.191 -0.671 4.528
C 1.404 -0.063 4.024
C 2.402 -0.814 3.343
C 3.682 -0.292 3.173
C 3.950 1.039 3.523
C 2.956 1.820 4.141
C 1.682 1.299 4.341
C -0.250 -0.280 5.828
C 0.350 -0.754 6.994
C 0.763 0.054 8.106
C 1.383 -0.539 9.243
C 1.940 0.244 10.250
C 1.938 1.645 10.142
C 1.296 2.255 9.057
C 0.678 1.477 8.075
H -0.085 -1.642 4.111
H 2.153 -1.825 3.014
H 4.471 -0.925 2.763
H 4.936 1.470 3.315
H 3.179 2.843 4.459
H 0.889 1.911 4.775
H -1.077 0.445 5.897
H 0.595 -1.821 7.054
H 1.428 -1.626 9.287
H 2.395 -0.233 11.122
H 2.404 2.253 10.916
H 1.278 3.345 8.978
H 0.167 1.946 7.236

## Properties
**E_HOMO**: -6.8 eV
**LUMO energy**: -3.13 eV
**Gap between HOMO and LUMO**: 3.648 eV
**Maximum force**: 2.703 eV Å⁻¹
**Energy above the lowest of the compared OMol25 structures with the same formula, charge and spin**: 171.5 kJ/mol



> What is the energy above the lowest of the compared OMol25 structures with the same formula, charge and spin in the second record?

50.3 kJ/mol



> LUMO energy of number 1 (C30H33N3O6)?

-0.26 eV